Entry 1:
Entry from the OMol25 dataset: 2 unconnected molecules or ions with the total composition C4H7FOS (ωB97M-V/def2-TZVPD).

The calculation puts the calculated total energy at -729.781849 a.u. The strongest force on any atom is 0.066 Eh/bohr. The value obtained for the HOMO energy is -9.9 eV. The HOMO-LUMO gap comes out at 10.587 eV.

Last column: Mulliken charge in e.
Element x y z (Å)
C -0.5594 -0.9860 -2.6138  -0.097
C 0.5796 -1.0071 -2.1997  -0.203
C 1.8527 -1.2444 -1.5362  -0.960
C -2.3926 0.7071 3.2347  -0.829
O 0.0656 1.3666 2.9168  -0.481
F -1.6688 2.5407 1.5701  -0.314
S -1.0065 1.0418 2.0442  0.707
H -1.4737 -0.7261 -3.0141  0.448
H 2.6621 -0.8174 -2.0661  0.310
H 1.8822 -0.6171 -0.6944  0.259
H 1.9302 -2.3695 -1.5086  0.248
H -2.2421 -0.3510 3.4267  0.319
H -3.4566 0.7484 2.6882  0.286
H -2.2378 1.4323 4.0265  0.306

Forces on the atoms, in the same order (eV/Å):
2.53 0.27 0.78
-1.60 -0.17 -0.45
-0.86 -1.34 -1.43
-1.63 -0.21 -2.96
1.79 0.24 0.94
0.53 -1.34 0.24
-3.03 1.25 -0.48
-1.33 0.08 -0.56
0.94 0.00 -1.24
-0.13 -0.17 2.06
0.45 1.34 0.86
0.10 0.00 0.80
2.44 0.32 1.23
-0.19 -0.28 0.21

Entry 2:
Entry from the OMol25 dataset: a single C4H7FOS molecule (ωB97M-V/def2-TZVPD).

The calculation puts the calculated total energy at -729.786186 a.u. The strongest force on any atom is 0.092 Eh/bohr. The value obtained for the HOMO energy is -8.6 eV. The structure (SMILES) is COC(=S)[C@@H](C)F. The HOMO-LUMO gap comes out at 8.669 eV.

Last column: Mulliken charge in e.
Element x y z (Å)
C -1.9556 -0.0009 -0.4939  -0.738
O -1.0183 1.0336 -0.7144  -0.265
C 0.2742 0.9904 -0.8148  0.140
S 1.0444 2.5491 -1.2142  -0.245
C 0.9608 -0.4164 -0.3474  0.307
C 1.2719 -0.3040 1.1688  -1.139
F 0.0168 -1.3778 -0.6830  -0.298
H -2.7937 0.4782 0.0127  0.353
H -1.6934 -0.6533 0.2905  0.316
H -2.4008 -0.8169 -1.2949  0.257
H 1.9891 -0.3946 -0.8058  0.298
H 1.4992 -1.3758 1.6263  0.313
H 2.1976 0.3512 1.3756  0.318
H 0.6076 -0.0628 1.8944  0.383

Forces on the atoms, in the same order (eV/Å):
-2.78 -2.08 0.19
-0.78 0.10 -1.16
2.16 1.73 0.15
-1.16 -3.99 0.92
-0.03 3.75 0.45
3.75 -2.90 -0.31
2.02 -0.41 -0.05
-0.28 0.51 -0.87
1.01 -0.73 0.87
1.68 2.84 1.04
-1.40 -1.05 -0.36
0.19 1.75 -1.49
-1.38 -1.09 -0.73
-2.99 1.57 1.33

Entry 3:
Entry from the OMol25 dataset: 3 unconnected molecules or ions with the total composition C4H7FOS (ωB97M-V/def2-TZVPD).

The calculation puts the calculated total energy at -729.608897 a.u. The strongest force on any atom is 0.161 Eh/bohr. The value obtained for the HOMO energy is -9.0 eV. The HOMO-LUMO gap comes out at 8.200 eV.

Last column: Mulliken charge in e.
Element x y z (Å)
C 0.4955 -0.6632 -0.5145  -0.084
C 0.1730 0.7670 -0.7868  0.059
C -0.2636 0.0228 0.5370  -0.232
C -1.6305 -0.2515 0.5359  -0.366
H 2.6331 -0.3680 1.6099  0.145
H 0.1025 -1.6839 -0.8700  0.350
H -0.7640 0.7604 -1.5145  0.277
H 1.9199 1.3668 -0.8011  0.384
H 0.3695 0.4389 1.4138  0.215
H -2.0373 -0.9917 1.2620  0.281
H -2.3358 0.7750 0.4089  0.206
O 0.7756 1.9277 -0.3105  -0.572
F -1.7426 -1.1346 -0.7900  -0.379
S 2.3048 -0.9656 -0.1798  -0.284

Forces on the atoms, in the same order (eV/Å):
4.04 -2.43 1.16
-5.89 -0.51 1.16
3.40 1.64 0.19
-5.13 -0.88 -1.56
-0.90 -1.20 -3.79
0.73 2.40 -0.27
2.21 0.96 1.20
-3.22 2.80 2.39
-1.73 -0.81 -1.42
0.15 0.85 -0.35
1.61 -3.11 0.22
6.18 -3.21 -4.44
-1.72 1.92 2.30
0.26 1.59 3.21

Entry 4:
Entry from the OMol25 dataset: 2 unconnected molecules or ions with the total composition C4H7FOS (ωB97M-V/def2-TZVPD).

The calculation puts the calculated total energy at -729.710908 a.u. The strongest force on any atom is 0.141 Eh/bohr. The value obtained for the HOMO energy (spin up / spin down) is -4.7 / -10.4 eV. The multiplicity is 3. Its expectation value of S² is 2.007. The HOMO-LUMO gap (spin up / spin down) comes out at 5.384 / 8.935 eV.

Last column: Mulliken charge in e.
Element x y z (Å)
C 0.8968 -0.9012 1.0089  -0.755
C 0.4858 1.1316 1.9633  -0.255
C 0.1440 -0.3940 -0.0085  1.034
C -0.3569 -1.1315 -1.2209  -1.352
O 1.2520 0.0552 2.0189  -0.336
F -1.2928 1.4083 -3.1830  -0.389
S -0.2820 1.2449 0.3052  -0.226
H -1.5758 1.1738 -2.2926  0.371
H 1.2805 -1.9945 0.9838  0.306
H -0.2937 1.1389 2.7355  0.308
H 1.0824 2.0234 2.1352  0.307
H 0.1683 -0.5722 -1.9228  0.456
H -1.5000 -1.0273 -1.4009  0.190
H -0.0086 -2.1555 -1.1221  0.341

Forces on the atoms, in the same order (eV/Å):
4.02 -3.42 4.98
-1.63 2.59 0.29
-4.02 3.05 -3.62
-1.43 0.60 2.21
1.20 -4.39 -1.41
-0.56 -0.46 1.77
0.16 -0.48 -0.26
0.53 0.50 -1.77
-0.25 2.52 0.76
-0.17 -0.23 -0.21
0.16 0.18 -0.11
0.59 0.12 -2.47
1.68 -0.41 0.32
-0.28 -0.15 -0.49

Entry 5:
Entry from the OMol25 dataset: a molecular structure, C4H7HgO3 (ωB97M-V/def2-TZVPD).

The calculation puts the calculated total energy at -535.652517 a.u. The strongest force on any atom is 0.087 Eh/bohr. The value obtained for the HOMO energy (spin up / spin down) is -9.0 / -9.9 eV. The multiplicity is 2. Its expectation value of S² is 0.753. The HOMO-LUMO gap (spin up / spin down) comes out at 9.329 / 7.541 eV.

Last column: Mulliken charge in e.
Element x y z (Å)
O 1.8707 1.7410 0.5266  -0.718
Hg 3.3362 0.2231 0.9893  0.556
O 1.4190 1.2425 -1.6686  -0.580
C 1.5595 1.0338 -0.4837  0.948
O 1.6149 -0.2918 -0.0588  -0.446
C 0.3913 -1.0650 -0.0927  -0.546
H 0.1223 -1.1728 -1.1522  0.315
H 0.6502 -1.9778 0.4590  0.290
C -0.7607 -0.1880 0.6497  -0.442
C -1.9247 0.1031 -0.2863  -1.040
H -1.0705 -0.8784 1.4480  0.355
H -0.5169 0.6983 1.2499  0.413
H -1.9187 -0.5649 -1.1601  0.307
H -2.8809 -0.0422 0.2333  0.314
H -1.8914 1.1392 -0.6535  0.272

Forces on the atoms, in the same order (eV/Å):
-0.43 1.80 -0.47
3.63 -0.31 2.57
-0.62 0.32 0.84
-0.14 1.11 -1.69
-1.95 -3.01 -1.15
-0.49 2.54 0.85
0.05 -0.47 0.42
-0.40 0.17 -0.50
0.15 -2.28 0.14
-0.42 0.23 -0.17
-0.37 0.06 -0.22
0.89 -0.13 -0.71
-0.07 0.21 0.26
0.17 0.13 -0.19
0.00 -0.35 0.01

Entry 6:
Entry from the OMol25 dataset: a single C4H7I molecule (ωB97M-V/def2-TZVPD).

The calculation puts the calculated total energy at -454.223015 a.u. The strongest force on any atom is 0.060 Eh/bohr. The value obtained for the HOMO energy is -9.1 eV. The structure (SMILES) is CC1(I)CC1. The HOMO-LUMO gap comes out at 9.782 eV.

Last column: Mulliken charge in e.
Element x y z (Å)
C 0.1397 1.3795 0.0344  -1.329
C -0.5243 0.0413 -0.1748  0.586
I -2.6098 0.0197 0.0019  0.092
C 0.2028 -1.0422 -0.9342  -0.678
C 0.2064 -0.8989 0.8064  -0.741
H -0.3653 2.2737 -0.3411  0.412
H 1.1258 1.3588 -0.5470  0.248
H 0.2528 1.4602 1.1114  0.368
H 1.2308 -0.7707 -1.3354  0.208
H -0.3868 -1.8783 -1.3876  0.283
H -0.3868 -1.4907 1.6055  0.251
H 1.1145 -0.4523 1.1604  0.300

Forces on the atoms, in the same order (eV/Å):
0.83 0.84 -1.59
1.45 -0.74 1.46
-0.28 -0.03 -0.23
0.26 -0.21 2.52
-1.94 -1.12 -2.14
-0.26 -0.27 -0.06
-1.00 0.05 1.24
0.39 0.58 -0.11
-1.65 -0.49 0.33
0.82 0.93 0.51
1.07 0.59 -2.04
0.33 -0.12 0.12

Entry 7:
Entry from the OMol25 dataset: a gas-phase ion, C4H7IN (charge +1) (ωB97M-V/def2-TZVPD).

The calculation puts the calculated total energy at -508.708402 a.u. The strongest force on any atom is 0.068 Eh/bohr. The value obtained for the HOMO energy is -14.0 eV. The structure (SMILES) is C#C[C@](C)([NH3+])I. The total charge is +1. The HOMO-LUMO gap comes out at 9.894 eV.

Last column: Mulliken charge in e.
Element x y z (Å)
C -2.4937 -0.2566 0.0424  0.327
C -1.3201 -0.0118 0.1213  -0.862
C 0.0791 0.4007 0.1336  -0.112
C 0.6587 0.4556 -1.2372  -1.028
N 0.7525 -0.6853 0.9340  -0.314
I 0.3690 2.2238 1.2234  0.283
H -3.4925 -0.4849 0.2555  0.500
H 0.4356 -0.5390 -1.6737  0.306
H 0.4414 1.2704 -1.8749  0.397
H 1.7470 0.5751 -0.9894  0.404
H 0.5197 -1.5012 0.3205  0.410
H 1.7225 -0.4351 0.8666  0.379
H 0.5809 -1.0116 1.8781  0.310

Forces on the atoms, in the same order (eV/Å):
1.28 0.09 0.63
-0.65 0.70 -0.26
-2.99 1.03 1.48
2.60 -1.90 1.17
0.66 -1.49 -2.38
-0.02 0.09 0.01
-0.94 -0.21 -0.29
0.38 0.68 -0.41
-0.92 0.75 -0.31
-0.44 -0.34 -0.97
0.87 0.12 0.67
1.11 -0.46 0.09
-0.94 0.92 0.57

Entry 8:
Entry from the OMol25 dataset: a molecular structure, C4H7IN (ωB97M-V/def2-TZVPD).

The calculation puts the calculated total energy at -508.676708 a.u. The strongest force on any atom is 0.065 Eh/bohr. The value obtained for the HOMO energy is -14.0 eV. The total charge is +1. The HOMO-LUMO gap comes out at 8.475 eV.

Last column: Mulliken charge in e.
Element x y z (Å)
C -1.0395 -1.1304 -0.5821  0.271
C -0.1383 -2.0257 0.2102  -0.536
C -0.0694 1.8228 -0.2334  -1.062
C 0.5077 0.6974 0.5434  -0.301
N -0.2345 -0.5628 0.2613  0.009
I 2.4806 0.0261 0.0671  0.197
H -1.8648 -1.1264 -1.3731  0.359
H -0.3641 -2.6518 1.0736  0.258
H 0.7667 -2.3571 -0.3139  0.271
H -0.1729 1.6538 -1.3955  0.334
H 0.6296 2.7480 -0.0936  0.364
H -1.1154 2.0389 0.2883  0.346
H 0.6144 0.8673 1.5476  0.489

Forces on the atoms, in the same order (eV/Å):
0.64 -0.15 1.65
0.96 -0.47 -0.56
-0.96 2.18 -0.66
0.24 -1.67 -2.89
-2.36 -0.03 -1.71
0.64 0.37 -0.31
1.47 0.68 1.19
-0.60 0.54 -0.08
-0.35 -0.07 0.02
0.15 0.12 2.45
-1.48 -1.61 -0.21
2.04 -0.12 -1.43
-0.38 0.24 2.54

Respective ΔE to the lowest compared entry with this formula, charge and spin values: 63.60, 60.88, 172.13, 25.68, 47.57, 20.07, 59.85, 79.74 kcal/mol.